{
  "formula": "C24H45Cl2FNO10Si",
  "method": "ωB97M-V with the def2-TZVPD basis set",
  "symbols": ["C", "C", "C", "O", "C", "Cl", "O", "C", "C", "Cl", "N", "C", "C", "O", "Si", "C", "C", "C", "C", "C", "O", "F", "C", "C", "C", "O", "O", "H", "H", "H", "H", "H", "H", "H", "H", "H", "H", "H", "H", "H", "H", "H", "H", "H", "H", "H", "H", "H", "H", "H", "H", "H", "H", "H", "H", "H", "O", "C", "O", "C", "C", "C", "H", "H", "H", "H", "H", "H", "H", "H", "O", "C", "O", "C", "C", "C", "H", "H", "H", "H", "H", "H", "H", "H"],
  "xyz": [[-4.11369, 1.66792, 1.14519], [-4.01812, 2.85333, 0.16486], [-3.25270, 3.99898, 0.78205], [-1.90578, 3.59386, 1.07639], [-0.90402, 4.15789, 0.36249], [-1.19073, 3.95868, -1.41557], [-0.85009, 5.52170, 0.60778], [0.43485, 6.02178, 0.91256], [1.43403, 5.36635, -0.01164], [2.90546, 6.35094, -0.07901], [1.68908, 3.94326, 0.43377], [2.43633, 3.21003, -0.65322], [1.72566, 2.94491, -1.96254], [2.67081, 2.16739, -2.66900], [2.11358, 1.47332, -4.10673], [0.56411, 0.45234, -3.85413], [3.48320, 0.33955, -4.69321], [1.78880, 2.76460, -5.42223], [2.62663, 3.97773, 1.61520], [2.61503, 2.66472, 2.37222], [1.91817, 2.41912, 3.32985], [3.49548, 1.78057, 1.87953], [0.34630, 3.37457, 0.86732], [0.18259, 1.87300, 0.65337], [-0.19890, 1.05287, 1.87838], [0.00256, -0.15306, 1.85352], [-0.75347, 1.70861, 2.91369], [-3.67042, 1.94575, 2.09374], [-5.13210, 1.34536, 1.28833], [-3.55556, 0.81473, 0.78190], [-4.99812, 3.18203, -0.14880], [-3.48676, 2.49940, -0.70896], [-3.31663, 4.91738, 0.21494], [-3.71380, 4.20242, 1.74068], [0.65332, 5.82086, 1.95883], [0.45385, 7.08601, 0.76046], [1.04435, 5.35741, -1.01408], [3.33498, 3.76516, -0.87854], [2.77655, 2.25462, -0.28509], [1.53345, 3.86019, -2.51363], [0.81236, 2.37669, -1.83871], [-0.28785, 1.11257, -3.70540], [0.61277, -0.24271, -3.02578], [0.36455, -0.09055, -4.76920], [4.12899, 0.80086, -5.42686], [2.99190, -0.50154, -5.17235], [4.04692, -0.07409, -3.86799], [1.03273, 3.47537, -5.10064], [1.42180, 2.28036, -6.31802], [2.71332, 3.28452, -5.63699], [3.63642, 4.11361, 1.26373], [2.38572, 4.77556, 2.29564], [0.27954, 3.53969, 1.93555], [1.06251, 1.36512, 0.28403], [-0.60162, 1.67734, -0.06559], [-1.48270, 1.18225, 3.24975], [-0.21989, -3.67428, -0.59084], [0.63672, -3.85287, 0.23089], [1.84504, -4.27103, -0.18301], [2.97720, -4.35699, 0.68678], [3.02573, -5.67831, 1.42423], [0.36501, -3.70606, 1.70841], [3.00663, -3.50418, 1.36661], [3.84110, -4.26682, 0.03093], [2.16480, -5.80518, 2.08059], [3.93042, -5.74400, 2.02840], [3.01979, -6.50439, 0.71415], [-0.03669, -4.64336, 2.09507], [-0.37832, -2.92460, 1.83705], [1.23597, -3.41993, 2.29264], [-2.78042, -6.81942, 4.07237], [-3.09075, -6.90129, 2.91965], [-2.12710, -6.79640, 1.98442], [-2.35244, -7.04156, 0.59216], [-2.84338, -5.79814, -0.11610], [-4.53168, -7.03845, 2.48644], [-3.01247, -7.89748, 0.44665], [-1.37873, -7.32811, 0.19888], [-3.81300, -5.47178, 0.26308], [-2.93437, -5.97609, -1.18744], [-2.13658, -4.98502, 0.04070], [-4.97184, -6.04531, 2.41459], [-5.06091, -7.60181, 3.24965], [-4.66550, -7.55849, 1.54119]],
  "forces_ev_per_angstrom": [[0.2131, 0.2296, -0.3071], [0.5408, -0.6720, 0.1906], [-1.0114, -0.0488, 0.2498], [0.2427, -0.0400, -0.3046], [-0.1396, -0.0387, 0.5110], [-0.0591, 0.0419, -0.3080], [0.0313, 0.2414, -0.0648], [-0.2086, -0.5552, 0.0066], [0.4403, 0.9220, 0.2532], [0.0656, -0.2762, 0.0362], [0.6797, 0.4901, -0.2685], [-0.1180, -0.3827, -0.4329], [0.6166, -0.3678, -0.2845], [-0.4072, 0.1254, -0.0624], [0.5725, -0.8841, -0.9130], [0.1228, 0.8252, 0.2874], [-0.6569, 0.1739, 0.2471], [-0.0667, -0.1576, 0.8618], [0.3698, -0.8132, 0.1405], [-1.4952, -0.7286, 2.2520], [1.7568, 0.4988, -2.1587], [-0.2999, 0.2751, 0.1835], [-0.8146, -0.2885, -0.0047], [0.2110, -0.0841, 0.6005], [0.4839, -2.2583, 0.0416], [-0.6455, 2.0122, 0.1168], [-0.0445, 0.4168, -0.8864], [-0.1316, -0.0065, 0.3892], [-0.2990, -0.0721, 0.2011], [0.1061, -0.2519, -0.1123], [-0.2406, 0.2363, -0.0561], [-0.0318, 0.1520, -0.4441], [0.3877, 0.1527, -0.3099], [0.0962, 0.2072, 0.3401], [0.2077, 0.1190, 0.2278], [-0.2050, 0.3508, -0.1435], [-0.1802, -0.3004, -0.2881], [0.1504, 0.4235, 0.1200], [-0.0553, -0.1921, 0.3330], [-0.2953, 0.2701, -0.0385], [-0.2715, 0.0850, 0.1038], [-0.2751, 0.0326, 0.1077], [0.0433, -0.2580, 0.1604], [0.0273, -0.2269, -0.2180], [0.3200, 0.1353, -0.0404], [-0.0527, -0.2057, -0.2079], [0.3207, 0.0014, 0.1751], [-0.1132, 0.2514, -0.0586], [-0.0215, -0.1267, -0.2665], [0.1605, 0.2333, -0.1898], [0.1759, 0.2607, -0.3184], [-0.3440, 0.1690, 0.1724], [0.1314, 0.1998, 0.2809], [0.2377, 0.0734, -0.1943], [-0.2254, 0.0044, -0.2607], [0.0009, -0.4394, 0.5566], [-0.1088, 0.1243, -0.2408], [-0.0872, -0.2172, 0.3933], [0.1349, 0.1549, -0.2364], [0.1628, -0.1354, 0.1699], [-0.1544, -0.0383, 0.0099], [0.1246, 0.3530, 0.0568], [-0.0517, -0.0164, 0.0098], [-0.0403, 0.0083, -0.0893], [0.0281, 0.0432, 0.0481], [0.0172, 0.0106, -0.0062], [0.0559, 0.0043, -0.0293], [0.0044, -0.0408, -0.0219], [-0.1147, -0.0754, -0.0621], [0.0117, -0.1478, 0.0274], [0.1119, 0.0440, 0.2660], [-0.2752, 0.1164, -0.1571], [0.2847, -0.1193, 0.0022], [-0.0793, 0.0772, -0.2466], [-0.0766, 0.1045, 0.1448], [0.0014, -0.3895, -0.0700], [-0.0304, 0.0214, 0.0706], [0.0550, -0.0058, 0.0666], [-0.0430, -0.0956, -0.0309], [0.0242, -0.0136, -0.0095], [0.0232, 0.0156, -0.1105], [-0.0003, 0.0315, -0.0212], [0.0120, 0.1160, 0.1143], [0.0067, 0.1349, -0.0525]],
  "fmax_ev_per_a": 2.83,
  "charge": 1,
  "homo_energy_ev": -11.393,
  "homo_lumo_gap_ev": 8.217
}